Molecular formula: C27H46O
Method: DFT, ωB97M-V/def2-TZVPD

```
74
C27H46O ωB97M-V/def2-TZVPD
O 6.820 1.656 -1.402
C 1.614 -0.762 1.086
C 4.603 1.474 -2.295
C -2.026 -1.606 0.293
C -5.593 0.365 -1.186
C -4.695 -0.484 1.078
C 4.058 -0.563 -0.540
C 0.140 -1.135 1.313
C 3.889 1.441 0.999
C -3.586 1.395 2.279
C -3.401 0.346 1.183
C 1.783 0.342 0.037
C 0.915 1.540 0.427
C 3.269 0.723 -0.205
C -0.555 1.143 0.528
C -2.199 -0.583 1.436
C -5.116 -0.629 -3.429
C 5.784 1.043 -1.467
C -0.794 0.063 1.588
C 3.349 1.670 -1.426
C 2.422 -2.001 0.701
C -0.524 -1.883 0.153
C -0.543 0.600 2.999
C 5.545 -0.260 -0.745
C -6.794 -1.736 -1.942
C -5.827 0.212 0.319
C -5.491 -0.942 -1.980
C 3.891 -1.649 0.522
H 2.007 -0.390 2.038
H 6.003 -1.050 -1.349
H 3.911 0.808 1.880
H 3.333 2.702 -1.073
H 1.015 2.333 -0.317
H -2.427 -1.200 -0.637
H 4.450 -2.537 0.215
H -4.173 -0.088 -3.476
H -2.400 -1.132 2.363
H -7.029 -2.057 -0.931
H -7.618 -1.131 -2.315
H -5.885 -0.016 -3.895
H -0.159 -1.514 -0.804
H 3.327 2.339 1.239
H -6.712 -2.624 -2.567
H 4.840 2.393 -2.831
H -0.889 0.776 -0.443
H 0.521 0.737 3.173
H 2.040 -2.413 -0.235
H 2.312 -2.766 1.473
H -2.833 2.175 2.222
H -2.565 -2.527 0.512
H -5.040 -0.706 2.091
H -5.013 -1.546 -4.005
H -3.536 0.932 3.262
H 4.907 1.747 0.771
H -6.418 0.952 -1.600
H 1.239 1.940 1.386
H 3.643 -0.956 -1.476
H 4.310 -1.314 1.472
H 1.407 -0.046 -0.917
H -1.142 2.032 0.766
H -4.495 -1.437 0.594
H -0.311 -2.951 0.198
H -4.557 1.874 2.179
H -4.679 0.940 -1.348
H -3.241 0.861 0.232
H -6.749 -0.349 0.482
H -5.987 1.210 0.735
H 4.423 0.684 -3.028
H 2.475 1.531 -2.066
H 0.105 -1.788 2.193
H -1.030 1.556 3.161
H -0.913 -0.103 3.742
H 6.082 -0.246 0.205
H -4.695 -1.561 -1.553
```

Summary:
Kohn-Sham gap = 9.88 eV
Spin multiplicity = 1

---

Molecular formula: C27H47Br3O16S2
Method: DFT, ωB97M-V/def2-TZVPD

```
95
C27H47Br3O16S2 ωB97M-V/def2-TZVPD
Br -1.056 1.333 1.608
Br 1.940 0.118 1.306
Br 1.177 2.606 -0.484
S -2.314 -2.774 3.258
S 0.405 -1.839 -0.536
O -2.303 0.152 -5.116
O -1.984 -2.232 1.692
O -3.721 -2.690 3.488
O 1.121 -1.362 0.664
O -3.720 0.005 -0.985
O -3.490 2.165 -0.183
O 5.508 0.763 1.041
O -1.375 5.539 1.178
O 1.495 -2.111 -1.748
O -1.800 1.828 -3.755
O 4.994 -0.616 -0.584
O 1.042 -3.210 2.112
O -0.707 -1.081 -1.143
O 2.222 -5.053 1.829
O -0.683 6.215 -0.808
O -1.431 -2.090 4.171
C -1.327 -1.047 1.385
C 1.083 -1.851 -3.081
C -0.524 5.711 0.370
C 2.325 -2.075 3.625
C -2.047 0.534 -4.020
C -3.391 2.741 1.088
C 3.213 0.611 -1.633
C -0.119 -3.621 -0.314
C -3.814 0.830 -0.103
C 2.212 -3.922 2.305
C -1.563 0.740 -1.809
C 4.817 0.503 0.079
C -2.060 -0.285 -2.767
C 1.053 -2.006 2.712
C 3.804 1.428 -0.530
C 0.851 5.049 0.466
C -2.038 -0.628 0.069
C 0.344 5.936 -1.716
C -4.312 0.493 1.298
C 0.445 0.922 0.330
C 3.220 -3.152 3.159
C -1.835 -4.501 2.990
C 1.776 -2.934 -3.919
C 1.503 5.410 -0.930
C 4.174 -0.574 -1.768
C -1.646 2.117 -2.346
C -3.508 1.611 2.035
H 4.898 -0.362 -2.554
H 1.465 5.350 1.315
H 0.934 -1.128 2.077
H -0.003 5.166 -2.404
H -1.635 -1.220 -0.753
H 1.476 -3.907 -3.530
H 2.087 -2.037 4.688
H 2.102 4.578 -1.302
H -1.598 -5.006 3.927
H -3.840 1.949 3.017
H -0.817 2.817 -2.240
H 0.802 -4.155 -0.079
H 2.848 1.121 -2.525
H 3.601 -1.461 -2.039
H 3.002 1.600 0.187
H -3.845 -0.427 1.649
H 4.111 -2.888 2.589
H 2.304 0.123 -1.282
H -2.434 1.455 2.143
H -1.325 -0.298 2.177
H 0.088 0.303 -0.493
H -2.590 2.591 -2.078
H -2.462 3.311 1.107
H -3.076 -0.938 0.192
H 0.684 6.740 -2.370
H -0.249 -1.058 1.219
H 0.007 -1.974 -3.204
H -1.482 -1.209 -2.755
H -2.047 0.435 -0.171
H 0.709 3.970 0.408
H 2.591 -1.057 3.340
H 2.216 6.233 -0.868
H 3.564 -3.697 4.038
H -3.113 -0.542 -2.649
H -0.684 -3.753 0.608
H -2.564 -5.109 2.453
H 4.146 2.379 -0.940
H 1.873 -2.827 -5.000
H 0.193 -1.857 3.365
H -4.251 3.396 1.227
H -2.125 0.723 -0.876
H -0.577 0.488 -1.418
H 2.820 -2.894 -3.607
H 1.113 -0.796 -3.353
H -0.630 -3.883 -1.241
H -0.864 -4.404 2.505
H -5.379 0.454 1.520
```

Summary:
Kohn-Sham gap = 7.28 eV
Spin multiplicity = 1

---

Molecular formula: C27H47BrN2O4P2S2
Method: DFT, ωB97M-V/def2-TZVPD

```
85
C27H47BrN2O4P2S2 ωB97M-V/def2-TZVPD
Br -3.932 0.298 -3.161
S 0.825 3.598 -0.194
S 2.498 -2.624 1.047
P 1.381 -1.057 1.313
P -0.052 -3.051 -1.239
O -5.226 2.055 0.356
O 2.178 -8.026 1.294
O 3.389 3.032 -4.688
O 1.314 1.514 5.098
N 1.111 2.105 0.477
N 0.004 3.218 -1.610
C 3.482 -8.458 1.706
C -1.375 1.716 -3.836
C 1.089 2.484 6.128
C 1.149 3.848 5.465
C 2.889 2.384 -3.511
C -1.727 -3.741 -0.750
C -2.910 1.954 -3.527
C 0.620 -3.818 -2.812
C -6.442 1.629 -0.274
C 3.266 -6.197 2.334
C 4.315 -7.205 1.908
C 1.227 2.161 3.822
C -0.038 1.837 -1.575
C -7.475 1.476 0.827
C -3.203 2.969 -2.350
C 0.603 1.140 -0.378
C -7.021 2.519 1.830
C 2.074 -6.609 1.496
C 0.586 -0.359 -0.243
C -0.694 0.979 -2.625
C -5.510 2.435 1.708
C -0.678 -0.488 -2.513
C 5.098 3.058 -3.047
C -0.038 -1.184 -1.313
C 0.644 3.540 4.069
C 4.097 1.977 -2.688
C 4.786 3.300 -4.513
H -1.313 1.000 -4.714
H -2.595 -3.037 -0.873
H 0.614 1.561 3.147
H 1.122 -6.376 1.976
H 0.949 4.272 3.319
H 2.240 2.225 3.408
H 2.096 -6.128 0.512
H -7.368 3.509 1.519
H 2.269 1.531 -3.797
H -6.267 0.699 -0.818
H 3.903 -9.125 0.951
H 0.342 -1.214 2.274
H -3.109 4.026 -2.721
H -1.156 -1.093 -3.333
H 3.562 -5.160 2.172
H 5.344 2.612 -5.158
H 0.947 -4.873 -2.569
H 4.762 -6.895 0.958
H 1.838 2.365 6.914
H -6.737 2.403 -0.991
H -0.822 2.642 -4.159
H 0.561 4.602 5.989
H -3.360 2.411 -4.460
H 2.242 -0.013 1.798
H 4.466 1.003 -3.021
H 5.118 -7.338 2.634
H -5.101 1.662 2.367
H 2.186 4.195 5.417
H 3.882 1.914 -1.620
H -5.017 3.382 1.934
H 2.265 3.104 -2.971
H 0.099 2.294 6.558
H 6.136 2.771 -2.875
H -8.497 1.619 0.475
H 3.371 -9.017 2.642
H 3.038 -6.326 3.397
H -4.262 2.768 -2.003
H -7.377 2.337 2.845
H 4.893 3.962 -2.467
H 1.564 -3.251 -3.084
H -7.403 0.478 1.271
H -1.971 -4.693 -1.315
H -0.449 3.489 4.072
H -1.688 -4.041 0.341
H 5.005 4.323 -4.826
H -0.079 -3.812 -3.693
H -2.549 2.827 -1.450
```

Summary:
Kohn-Sham gap = 5.59 eV
Spin multiplicity = 1

---

Molecular formula: C27H47N6O4SZr
Method: DFT, ωB97M-V/def2-TZVPD

```
86
C27H47N6O4SZr ωB97M-V/def2-TZVPD
Zr -1.052 -0.093 2.381
S 0.553 -0.246 -2.371
O -0.525 -1.101 4.214
O -3.137 0.620 2.715
O -2.069 -1.843 2.896
O -1.401 1.672 3.469
N -1.670 1.561 0.691
N 0.413 -1.085 -4.893
N 0.233 -2.234 1.734
N -3.780 -1.045 0.347
N 1.114 0.430 2.544
N 2.207 0.233 -4.435
C -2.970 -2.246 -0.223
C 2.447 2.336 -3.188
C 1.737 1.643 1.787
C 1.087 -0.353 -4.005
C -0.057 -3.084 2.948
C -2.465 1.102 -0.492
C -1.462 -1.886 -0.130
C 0.613 2.588 1.316
C -3.474 -3.445 0.567
C 1.671 -1.831 1.668
C -0.529 3.207 -0.860
C -0.324 2.119 0.186
C -2.477 1.700 2.761
C 4.387 1.018 -3.747
C 2.604 2.377 2.801
C 3.272 3.291 -2.615
C 2.575 1.177 0.604
C -0.290 -2.764 0.398
C -0.985 -2.082 3.562
C 4.650 3.113 -2.595
C -0.431 -4.273 0.326
C -3.355 -2.392 -1.692
C 2.002 -0.782 2.710
C 5.206 1.978 -3.167
C -3.764 0.332 -0.292
C 3.014 1.197 -3.742
C -2.467 2.554 1.525
H 0.696 -1.171 -5.857
H -3.466 2.727 1.133
H 3.087 3.229 2.323
H -4.567 -3.462 0.549
H 2.941 2.067 0.089
H 0.439 3.644 -1.097
H 6.278 1.841 -3.177
H -3.070 -1.523 -2.284
H 1.380 2.489 -3.257
H 0.525 -4.751 0.538
H 2.322 -2.701 1.787
H 0.994 0.792 3.499
H -4.759 -1.348 0.304
H 2.013 2.756 3.638
H -3.152 -4.360 0.079
H 5.291 3.870 -2.165
H -0.379 -1.614 -4.576
H 3.459 0.620 0.911
H 0.061 2.959 2.183
H 0.838 -3.254 3.540
H -1.781 0.579 -1.165
H -0.697 -4.555 -0.694
H 0.516 -2.510 -0.293
H -1.157 -1.554 -1.127
H 2.036 0.595 -0.144
H -2.794 1.996 -1.031
H -1.943 3.496 1.654
H -1.168 4.013 -0.490
H -0.938 2.822 -1.792
H -3.604 -0.957 1.359
H -4.423 -2.585 -1.811
H 4.818 0.136 -4.205
H -1.337 -0.951 0.422
H 3.392 1.733 3.192
H 1.839 -1.423 0.671
H -4.179 0.197 -1.291
H 2.566 -0.054 -5.336
H -2.822 -3.252 -2.099
H 1.138 3.464 0.936
H 1.868 -1.159 3.723
H 2.842 4.205 -2.224
H 0.108 1.246 -0.318
H -1.181 -4.692 0.989
H 3.046 -0.489 2.614
H -3.147 -3.453 1.604
H -0.538 -4.024 2.709
H -4.494 0.903 0.282
```

Summary:
Kohn-Sham gap = 5.58 eV
Total charge = +3
Spin multiplicity = 1

---

Molecular formula: C27H48AlN2O2
Method: DFT, ωB97M-V/def2-TZVPD

```
80
C27H48AlN2O2 ωB97M-V/def2-TZVPD
Al -1.430 -1.743 5.409
O -3.672 -1.399 3.746
O -3.970 -1.496 1.461
N -3.178 -2.465 0.889
N -2.403 0.220 2.630
C 2.112 -3.217 -2.759
C -1.037 -0.172 2.165
C 0.946 4.885 -0.275
C -2.244 1.014 -0.698
C -2.570 0.925 -2.241
C -5.070 1.660 -1.613
C -2.923 1.464 2.000
C -1.387 0.482 -3.231
C 2.563 -4.390 -0.360
C 3.491 -0.951 -2.152
C 2.402 2.606 -0.342
C -3.367 -0.894 2.617
C 2.499 -3.117 0.618
C 2.273 1.062 -0.820
C 3.292 0.654 -1.999
C 0.406 -3.108 2.250
C -3.236 1.374 0.429
C 2.082 -1.626 -2.512
C 1.405 3.601 -1.167
C -4.731 1.735 -0.047
C 1.965 -3.497 2.117
C -1.474 4.710 0.786
C 0.033 -2.248 3.557
C 3.138 -4.048 -1.840
C -0.625 5.258 -0.479
C -4.054 1.249 -2.697
C -0.042 -0.654 3.329
H 2.495 0.405 0.100
H 1.939 4.051 -2.090
H 3.268 -5.079 -2.358
H -1.164 1.266 -4.035
H -1.160 -0.904 1.294
H 1.011 -0.230 3.108
H 4.210 -3.607 -1.806
H 1.840 -2.327 0.107
H -2.758 -2.048 0.024
H 1.546 -4.896 -0.507
H -2.609 4.762 0.601
H -0.930 -2.629 4.114
H 4.303 -1.116 -2.950
H 3.306 -5.160 0.085
H 2.645 -3.053 2.923
H -0.378 -0.130 4.313
H -3.920 1.712 2.541
H -1.117 3.639 1.017
H 3.494 2.987 -0.342
H -2.212 2.332 2.262
H -1.158 0.780 -0.380
H -0.461 0.213 -2.585
H 4.323 1.120 -1.738
H 1.614 5.793 -0.508
H 3.559 -2.647 0.684
H -1.726 -0.532 -3.690
H 2.057 2.681 0.761
H -5.542 2.051 0.699
H 2.967 1.157 -2.985
H 1.194 0.853 -1.155
H -4.317 1.176 -3.821
H -0.562 0.784 1.706
H -0.704 6.407 -0.577
H -2.387 -2.745 1.495
H -0.185 -4.104 2.338
H 0.478 3.036 -1.555
H 1.067 4.644 0.849
H -1.229 5.361 1.713
H 0.897 -2.423 4.319
H 3.889 -1.334 -1.133
H 1.279 -1.297 -1.748
H 2.235 -3.486 -3.879
H 2.038 -4.654 2.165
H 0.087 -2.644 1.254
H -6.135 1.906 -1.968
H 1.050 -3.603 -2.483
H 1.748 -1.150 -3.520
H -1.079 4.809 -1.429
```

Summary:
Kohn-Sham gap = 2.21 eV
Total charge = +3
Spin multiplicity = 1

---

For reference, HOMO level by record: -9.242; -7.589; -7.110; -15.432; -17.065 eV.
For reference, E_tot by record: -30795.1853; -293280.9357; -150217.5339; -57986.4602; -42405.0911 eV.